A structure of composition C27H28O4PSSc, computed with ωB97M-V/def2-TZVPD.

Last column: natural (NBO) charge in e.
CARTESIAN COORDINATES (ANGSTROEM)
Sc -0.2011 -0.4937 1.7353  1.604
C -0.7474 -3.7028 3.5431  -0.654
C 0.3337 -2.7720 3.0910  0.037
C 0.9602 -2.9464 1.8442  -0.232
C 1.9588 -2.0815 1.4025  -0.148
C 2.3683 -1.0125 2.2101  -0.277
C 1.7684 -0.8282 3.4548  -0.196
C 0.7397 -1.6791 3.8738  -0.261
H -0.2913 -4.6179 3.9274  0.270
H -1.3990 -3.9757 2.7149  0.253
H -1.3449 -3.2653 4.3401  0.244
H 0.6424 -3.7622 1.2066  0.264
H 2.4038 -2.2310 0.4266  0.259
H 3.1414 -0.3373 1.8661  0.265
H 2.0554 0.0082 4.0782  0.264
H 0.2435 -1.4924 4.8203  0.269
O -4.0150 -1.1502 1.7159  -0.836
S -2.7968 -0.6932 1.1708  2.399
O -2.0530 0.3488 1.9930  -0.979
O -1.6982 -1.7321 1.0544  -0.984
C -3.0140 -0.0050 -0.4394  -0.351
C -4.3261 0.1588 -0.8458  -0.145
C -4.5926 0.6894 -2.1069  -0.162
C -3.5500 1.0382 -2.9407  -0.174
C -2.2332 0.8623 -2.5252  -0.111
C -1.9337 0.3490 -1.2709  -0.346
P -0.1708 0.0411 -0.8778  0.879
C 0.7485 1.5427 -1.2760  -0.404
C 0.1318 2.7864 -1.3808  -0.200
C 0.8965 3.9241 -1.6044  -0.195
C 2.2760 3.8294 -1.7049  -0.170
C 2.8984 2.5920 -1.5859  -0.214
C 2.1411 1.4526 -1.3734  -0.157
C 0.3455 -1.2520 -2.0244  -0.378
C 0.0530 -2.5844 -1.7322  -0.230
C 0.3719 -3.5818 -2.6408  -0.131
C 0.9844 -3.2547 -3.8427  -0.179
C 1.2686 -1.9295 -4.1442  -0.187
C 0.9494 -0.9276 -3.2415  -0.194
H -5.1354 -0.1293 -0.1903  0.265
H -5.6177 0.8158 -2.4254  0.252
H -3.7482 1.4414 -3.9243  0.247
H -1.4330 1.1292 -3.2048  0.226
H -0.9447 2.8804 -1.3080  0.232
H 0.4078 4.8832 -1.7083  0.241
H 2.8672 4.7161 -1.8888  0.243
H 3.9730 2.5147 -1.6783  0.240
H 2.6404 0.4920 -1.3165  0.215
H -0.4676 -2.8468 -0.8196  0.220
H 0.1333 -4.6124 -2.4162  0.225
H 1.2343 -4.0329 -4.5509  0.241
H 1.7362 -1.6763 -5.0856  0.241
H 1.1803 0.1000 -3.4901  0.230
C 0.8287 3.8744 2.1940  -0.653
C 1.3481 2.4733 2.3805  -0.052
O 0.2394 1.5128 2.4520  -0.772
H 1.6726 4.5557 2.0857  0.258
H 0.2577 4.2033 3.0635  0.231
H 0.2127 3.9508 1.2996  0.228
H 1.9167 2.3737 3.3068  0.195
H 1.9549 2.1333 1.5409  0.198
H -0.5699 1.9334 2.7726  0.535

Force components x, y, z for each atom (eV/Å):
0.572 0.019 0.285
0.054 -0.006 0.019
0.007 0.087 -0.089
-0.072 0.001 -0.019
-0.054 0.091 0.002
0.007 0.006 -0.048
-0.041 0.036 -0.072
-0.052 0.000 0.040
-0.012 -0.003 0.005
-0.009 -0.009 -0.001
-0.012 -0.013 0.007
0.000 0.002 0.010
0.014 -0.017 0.009
0.029 -0.022 0.037
0.047 -0.059 0.034
0.064 -0.047 0.005
-0.007 0.067 -0.052
0.038 0.016 0.014
-0.137 0.008 -0.228
-0.160 -0.043 -0.058
0.064 0.003 0.001
-0.093 0.074 -0.165
-0.041 -0.077 0.191
0.073 0.004 -0.001
-0.021 -0.002 -0.065
-0.044 -0.080 0.009
-0.149 -0.020 0.311
0.012 0.036 0.014
-0.055 0.047 -0.019
0.019 -0.010 0.015
-0.009 0.008 -0.004
0.004 0.030 -0.013
0.014 0.018 0.043
0.092 0.062 -0.233
-0.063 -0.052 0.013
0.014 0.040 0.014
0.014 0.009 -0.028
-0.011 -0.068 0.031
0.014 -0.008 0.038
-0.005 -0.019 0.030
-0.009 0.002 -0.001
-0.007 0.004 -0.005
0.038 -0.029 0.018
0.020 -0.029 0.014
0.000 0.021 0.003
0.009 0.008 0.001
0.019 -0.004 -0.002
-0.031 -0.045 0.019
0.000 0.030 0.047
-0.003 -0.010 0.001
-0.004 -0.008 -0.001
0.006 0.012 -0.004
-0.027 0.016 0.013
0.047 -0.002 0.001
0.030 -0.091 0.094
-0.142 -0.341 -0.169
-0.002 0.001 -0.006
-0.026 -0.019 0.008
0.004 -0.002 -0.018
0.004 0.025 -0.054
-0.006 0.116 -0.014
-0.024 0.236 -0.029

LUMO energy ... -6.68 eV
Charge ... +2
Kohn-Sham gap ... 7.952 eV
ΔE to the lowest compared entry with this formula, charge and spin ... 0.000 eV

***

A structure of composition C27H29Br4N3O6SSiTl, computed with ωB97M-V/def2-TZVPD.

Last column: Mulliken charge in e.
CARTESIAN COORDINATES (ANGSTROEM)
Tl 2.3147 -1.6297 -0.0076  1.255
C 5.0844 -2.1549 -1.3484  -0.682
C 4.5150 -2.9986 -0.3962  -0.709
C 3.3425 -3.5990 -0.9840  -0.547
C 3.2718 -3.1281 -2.3350  -0.803
C 4.3242 -2.2441 -2.5419  -0.420
H 5.9580 -1.5372 -1.1970  0.448
H 4.8995 -3.2260 0.5871  0.588
H 2.8279 -4.4654 -0.5912  0.679
H 2.5245 -3.4203 -3.0604  0.462
H 4.5253 -1.7037 -3.4573  0.480
Br 3.4012 -0.1660 7.0211  -0.213
C 2.7788 -0.9131 5.3969  0.188
C 1.8097 -1.8979 5.3974  0.166
Br 1.0754 -2.5409 7.0189  -0.215
C 1.3671 -2.4221 4.1681  0.037
Br 0.0089 -3.7481 4.0882  -0.192
C 1.8755 -1.9986 2.9473  0.429
O 1.4445 -2.4812 1.8034  -0.848
C 2.8851 -0.9750 2.9434  0.070
O 3.3319 -0.5627 1.7994  -0.470
C 3.3010 -0.4629 4.1729  -0.215
Br 4.6028 0.9153 4.0869  -0.192
C -5.4954 3.5101 -2.2052  -1.149
C -4.6511 3.7596 -0.9708  -0.034
S -5.3660 1.3743 -0.0794  0.550
O -5.7316 0.8715 1.2478  -0.614
O -4.9556 2.9313 0.1691  -0.321
C -3.7049 0.7577 -0.3725  0.525
C -3.7566 -0.7646 -0.4197  -1.859
N -2.4753 -1.3226 -0.8551  0.444
C -1.3662 -1.4136 -0.0820  0.471
N -0.3375 -1.8935 -0.7707  0.142
C -0.7787 -2.1207 -2.0269  -1.090
C -2.0949 -1.7755 -2.1091  0.155
N -2.9030 -1.7814 -3.2838  1.075
O -2.4247 -2.2961 -4.2755  -0.647
O -4.0131 -1.2638 -3.2403  -0.671
C -1.2936 -0.9859 1.3396  -0.520
H -5.2477 4.2661 -2.9512  0.411
H -6.5590 3.5840 -1.9758  0.301
H -5.3113 2.5312 -2.6499  0.324
H -4.8118 4.7741 -0.6122  0.411
H -3.5888 3.6489 -1.1994  0.038
H -3.0799 1.1430 0.4358  -0.069
H -3.3616 1.1548 -1.3322  0.427
H -4.5111 -1.0865 -1.1288  0.623
H -4.0019 -1.1758 0.5555  0.349
H -0.1449 -2.5005 -2.8117  0.523
H -2.2704 -0.9692 1.8193  0.510
H -0.8511 0.0145 1.3999  -0.118
H -0.6250 -1.6631 1.8719  -0.268
C 1.4696 0.5099 -2.8718  -0.983
Si 2.1948 0.6267 -1.1587  0.412
C 3.8811 1.4006 -1.1963  -1.142
C 1.0295 1.6308 -0.0848  -0.117
C 1.3276 1.8709 1.2635  -0.377
C 0.4568 2.5974 2.0660  -0.777
C -0.7270 3.1006 1.5397  -0.598
C -1.0343 2.8803 0.2046  -0.012
C -0.1625 2.1513 -0.5984  -0.108
H 1.4814 1.4927 -3.3559  0.425
H 0.4393 0.1491 -2.8572  0.170
H 2.0638 -0.1783 -3.4765  0.219
H 3.8043 2.4425 -1.5242  0.404
H 4.5423 0.8555 -1.8708  0.269
H 4.3191 1.3786 -0.1956  0.290
H 2.2323 1.4561 1.6939  0.374
H 0.7037 2.7605 3.1082  0.444
H -1.4077 3.6627 2.1679  0.388
H -1.9515 3.2811 -0.2120  0.207
H -0.4201 1.9832 -1.6400  0.294

Force components x, y, z for each atom (eV/Å):
0.207 0.441 -0.039
-0.004 -0.092 -0.096
0.057 -0.025 -0.158
-0.008 -0.008 -0.161
0.041 -0.052 0.047
0.055 -0.070 0.084
-0.019 0.004 0.015
-0.038 0.107 0.035
-0.070 0.069 0.055
0.006 0.001 0.014
-0.023 0.021 0.017
-0.004 -0.008 -0.015
0.011 -0.006 -0.103
-0.016 -0.008 -0.067
0.005 0.006 -0.013
-0.052 -0.038 0.010
0.030 0.020 0.016
-0.080 -0.054 0.134
-0.142 -0.242 0.121
0.026 0.056 -0.172
0.228 0.077 0.200
0.010 0.063 0.070
-0.042 -0.032 0.004
-0.053 -0.070 -0.006
-0.039 -0.016 0.012
-0.222 -0.236 0.207
0.066 0.093 -0.222
-0.016 0.286 -0.046
0.059 -0.149 0.037
0.085 -0.024 -0.102
-0.111 0.130 0.024
0.073 0.056 0.051
-0.126 -0.126 0.071
0.150 -0.082 0.006
-0.191 0.118 -0.204
0.103 -0.039 0.230
-0.012 0.005 -0.038
-0.020 0.045 -0.047
0.057 -0.003 -0.025
-0.006 0.011 0.006
0.015 0.009 0.001
0.008 0.030 0.000
0.042 0.021 0.049
-0.050 -0.008 -0.081
0.007 -0.067 -0.048
0.018 0.012 0.015
-0.027 -0.069 0.044
0.029 0.041 0.050
-0.018 -0.002 0.022
0.004 0.002 0.010
-0.070 -0.004 -0.025
-0.035 -0.029 -0.033
-0.032 0.094 -0.230
-0.064 -0.452 0.057
0.139 0.181 0.092
-0.093 0.123 0.028
-0.135 0.045 0.003
0.054 -0.052 -0.018
-0.015 0.024 0.005
0.106 0.004 -0.023
-0.033 -0.018 0.086
-0.023 -0.043 -0.018
0.030 -0.008 -0.017
-0.017 0.011 0.012
0.046 -0.031 0.005
-0.015 -0.007 0.010
0.005 -0.006 -0.026
0.044 -0.010 -0.003
-0.013 -0.004 -0.011
0.000 -0.011 -0.003
0.110 -0.022 0.076
0.008 0.020 0.017

LUMO energy ... 1.19 eV
Charge ... -1
Kohn-Sham gap ... 5.557 eV
ΔE to the lowest compared entry with this formula, charge and spin ... 1.036 eV

***

Question: What is the Kohn-Sham gap in the second record?
Answer: 5.557 eV